The following is a quantum chemistry calculation of C9H11N in the gas phase in a non-equilibrium geometry, from the OMol25 dataset.

Each line ends with the natural charge from an NBO analysis.
Element x y z (Å)
C  -3.0191  0.6048  -0.6284  -0.289
C  -1.6380  0.3390  -0.9531  -0.288
C  -3.0540  0.9995  0.6757  -0.074
C  -0.9337  0.4989  0.1781  0.103
C  2.7030  0.9981  -0.0866  -0.410
C  1.7688  -2.1745  -0.1316  -0.440
C  1.4482  0.7495  -0.4127  -0.174
C  0.6231  -1.5943  -0.0078  -0.121
C  0.4219  0.0873  0.4236  -0.300
N  -1.8151  0.8121  1.1844  -0.496
H  -3.7683  0.5520  -1.3205  0.209
H  -1.3211  -0.0305  -1.8709  0.215
H  -3.8892  1.3240  1.2221  0.208
H  3.3574  1.3278  -0.9543  0.213
H  2.9977  0.9745  1.0096  0.201
H  1.6988  -3.1195  -0.5950  0.212
H  2.6517  -1.5406  -0.2246  0.213
H  1.3337  0.5901  -1.4294  0.196
H  -0.3309  -2.1008  0.1063  0.199
H  0.5386  0.1290  1.5732  0.217
H  -1.6837  0.8871  2.1541  0.407

Output
E_HOMO: -0.298 Eh
E_LUMO: 1.0 eV
ΔE to the lowest compared entry with this formula, charge and spin: 44.6 kcal/mol
Orbital gap: 9.138 eV
Structure (SMILES): C=CC(C=C)c1ccc[nH]1